(1)
ORCA calculation (ωB97M-V/def2-TZVPD) on a cluster of 6 separate species, C50H78FNO9 in total in a non-equilibrium geometry.

Calculated values
SMILES: CC[C@H](F)c1cc2c(c(CCCCCCCCCCCOC)c1CCCNCc1ccccc1O)C(=O)C=CC2=O.CC(C)=O.CC(C)=O.CC(C)=O.CC(C)=O.CC(C)=O
Highest occupied orbital energy: -0.3009 Eh
LUMO: -0.87 eV
Energy: -2783.734869 Ha
HOMO-LUMO gap: 7.32 eV

The geometry in XYZ format:
```
139
C50H78FNO9, DFT ωB97M-V/def2-TZVPD
C -4.182 -4.825 -0.547
C -2.457 3.234 5.846
H -3.240 -5.211 2.652
C -1.820 -7.091 -2.201
O -2.197 2.460 4.954
H -0.960 -7.501 -1.669
C 4.832 7.379 -8.110
C 5.508 2.335 -1.716
H 2.155 3.939 0.508
H -0.100 2.863 2.550
H -5.771 -6.588 7.089
H -4.523 2.694 5.857
C -0.928 2.468 1.971
H 0.406 0.739 1.928
C 0.062 4.424 -1.164
H 3.894 0.958 -2.042
C 0.958 5.377 -3.328
H 1.454 2.645 1.418
H -2.816 -1.132 -1.053
C -2.245 -9.295 -3.462
H -4.686 -5.392 -1.316
H -0.434 6.250 -4.672
H -1.314 3.895 7.535
H -6.854 -5.795 3.517
C 4.498 1.289 -1.202
H 7.577 3.228 -2.959
H -3.247 5.067 -1.152
H -2.415 -2.893 2.277
H 7.784 3.793 -6.545
H 0.980 -7.444 2.342
H -6.027 2.308 0.670
H 3.623 -4.300 1.553
H 0.372 -5.278 5.958
O -3.976 -2.920 -1.991
H -4.886 1.881 -0.607
C 6.755 3.766 -6.187
H -0.438 3.911 5.990
C 6.473 6.162 -6.942
C -5.446 -5.804 5.120
H -0.326 -4.584 4.477
C 0.242 -6.817 2.839
H -4.200 -5.795 6.857
C -2.320 4.632 -0.824
O -2.322 6.496 -2.889
C -3.348 -4.720 1.703
C -3.860 3.373 6.387
H -3.029 -10.024 -3.651
H -3.868 -3.593 -2.668
F -4.572 4.292 0.419
C 1.492 3.082 0.431
H -0.687 -7.377 2.955
C -0.124 -5.511 5.018
C -4.017 2.206 1.379
H 3.221 -1.116 1.873
C -1.339 5.819 -2.740
C 2.015 -2.881 1.688
H -3.446 4.176 2.039
H -1.475 -6.582 -3.103
C -2.258 3.829 0.310
H -3.424 -0.737 0.527
H 4.898 4.658 -6.846
H -1.819 0.904 -0.124
C -6.861 -5.748 4.604
O 0.814 -3.031 1.664
H -5.673 -4.817 7.010
H 6.085 4.443 -8.113
H -1.401 -9.792 -2.981
H 2.336 -4.740 2.685
H -0.677 -1.640 0.056
H -7.436 -6.588 4.996
O 6.180 6.956 -8.070
C 0.767 -6.400 4.191
H 4.192 6.573 -8.473
C -3.548 3.643 1.093
C -5.260 -5.747 6.617
H -1.813 2.595 2.575
C 1.233 4.862 -1.967
C -3.100 -2.788 0.239
H 3.573 1.096 0.748
C 5.652 2.267 -3.244
C 2.162 2.069 -0.506
C -2.904 -3.419 1.471
H -2.330 -6.379 -1.557
H 4.488 7.652 -7.110
H -1.652 5.160 6.336
H 5.688 4.541 -4.516
C -0.640 0.963 1.735
H -0.106 0.394 -0.259
C 0.144 3.606 -0.021
H 1.625 1.128 -0.416
C 2.665 -1.650 1.100
H -4.437 2.198 2.383
H -3.875 3.132 7.451
C 6.930 2.927 -3.780
H 4.020 2.732 0.353
H 3.353 -1.933 0.302
H 7.488 2.182 -4.344
H -4.213 4.397 6.253
H -5.365 0.704 0.658
C -2.693 -1.358 0.010
O -3.918 -8.208 -2.169
H -1.071 -6.011 5.219
H -7.336 -4.817 4.919
H 1.898 -0.992 0.695
H 0.046 -5.933 2.226
H 6.496 2.136 -1.308
C -0.228 5.835 -3.698
H 3.500 -3.481 3.123
H 7.409 4.907 -4.511
H -1.202 0.393 2.469
O 1.858 -6.751 4.584
H -4.354 -6.429 0.873
O -4.504 -5.889 4.366
C -1.025 3.304 0.719
C -3.996 -5.429 0.690
C -1.184 4.923 -1.558
C -1.000 0.374 0.354
H -3.208 1.489 1.389
C -5.133 1.741 0.439
H 5.081 0.461 -0.809
C -1.395 4.107 6.468
H 5.641 1.215 -3.524
H 4.762 2.726 -3.674
H 7.558 6.124 -6.878
C 5.963 4.728 -7.067
H 6.068 6.620 -6.036
H 5.200 3.334 -1.417
H 1.801 5.401 -4.002
N -1.364 -1.052 0.503
H 6.380 2.758 -6.361
C -3.745 -3.522 -0.762
C 2.928 -3.914 2.300
C 3.610 1.818 -0.069
C 6.677 4.125 -4.703
H -1.911 -8.874 -4.412
O 2.381 4.857 -1.594
C -2.777 -8.199 -2.570
H 2.130 2.379 -1.542
H 4.752 8.229 -8.775
```

---

(2)
ORCA calculation (ωB97M-V/def2-TZVPD) on a structure of composition C50H86F6N5O24S2Sr in a non-equilibrium geometry.

Calculated values
Charge: +2
⟨S²⟩: 0.765
Highest occupied orbital energy (spin up / spin down): -0.3936 / -0.3936 Eh
LUMO (spin up / spin down): -5.00 / -8.55 eV
2S+1: 2
Energy: -5461.816472 Ha
HOMO-LUMO gap (spin up / spin down): 5.71 / 2.16 eV

The geometry in XYZ format:
```
174
C50H86F6N5O24S2Sr, DFT ωB97M-V/def2-TZVPD
H -0.136 -1.689 4.682
F 4.486 -3.238 -1.330
F 4.486 -1.188 -2.175
H 5.591 2.062 -3.748
O -4.700 -0.649 -3.547
C 2.882 -2.670 -6.326
H -4.887 -2.116 5.600
H -3.411 -1.267 -4.976
O -4.609 4.393 0.898
H 5.091 -2.753 -3.732
C 2.755 4.532 -5.091
H -4.926 2.779 -5.365
H 0.964 5.782 -0.698
H -0.692 -6.644 1.612
C -3.281 4.407 -3.835
O 1.402 5.207 -3.146
H 3.733 3.590 -6.850
O -1.079 -4.331 0.483
H 0.627 -7.492 2.415
C -2.264 -3.658 0.930
C -1.930 5.118 -3.550
N -1.066 -2.391 2.877
H -2.825 3.333 7.174
H -0.630 1.187 3.436
C -4.638 3.060 1.149
C -3.082 -2.310 -2.982
C -3.961 -1.625 5.898
H -1.408 -1.554 2.429
H -2.774 4.850 -1.027
C 4.483 2.212 -1.874
C 3.998 -1.997 -1.228
H -4.377 0.098 -0.371
C -1.686 4.871 -1.091
H 3.501 -5.708 -0.425
O 3.330 -1.114 -4.632
H -2.380 -2.012 -2.204
H -1.452 -2.902 4.926
O 0.382 4.070 0.339
H -4.829 2.175 7.462
H 0.896 2.803 -2.895
H -4.828 0.825 3.771
O 0.949 0.223 1.712
C 4.624 -4.475 -5.019
C 0.963 5.422 0.331
H -1.297 5.058 -4.436
C 3.624 -2.238 -5.214
C -1.305 -4.791 -0.838
C -1.982 -0.901 4.664
C -1.103 -2.055 4.336
H 4.457 -3.230 4.284
H 4.099 -3.827 0.548
H -1.698 -4.258 2.907
H 0.321 -7.686 0.697
C -0.692 2.262 3.269
H 2.832 -4.273 -7.836
H -2.081 -0.077 3.958
H -1.384 5.918 -1.061
O 2.811 -2.532 3.320
H 1.737 0.894 -4.289
C -3.361 -1.045 -3.910
H -2.753 2.523 3.863
O 1.647 -3.487 -1.529
H 3.243 -0.381 -5.246
H 0.532 4.886 -2.898
O -2.998 3.101 -4.423
O 4.205 -6.136 -6.699
C -4.609 2.204 0.067
H -4.649 2.019 -3.793
H 6.432 1.321 -2.418
H 0.692 3.992 3.090
H -2.603 -3.153 -3.480
C 5.715 4.148 -1.476
H 1.699 -0.967 3.895
H 3.039 -1.332 4.967
C 2.051 1.917 -4.438
H -4.976 3.398 3.249
O 1.149 2.906 4.773
O 1.317 -6.076 1.137
N -1.848 2.968 3.925
F -0.691 -1.309 -1.384
H -6.028 2.110 6.203
H -5.413 3.673 6.727
C 2.625 -6.648 1.259
H -3.306 4.532 5.885
O 6.496 3.337 -2.234
O 6.036 5.277 -1.033
H 2.157 -1.979 -6.731
C -0.532 -0.237 -0.590
H 4.010 -6.382 -7.606
C -4.554 0.381 1.724
H -0.973 2.378 2.222
H 0.740 0.972 5.269
N 1.560 -1.748 0.396
N -1.127 4.523 -2.424
H 4.595 1.490 -1.064
H 3.561 1.930 -2.381
C 0.346 -6.958 1.508
C 5.807 2.173 -2.685
H 5.198 -4.792 2.543
H -1.599 -0.383 5.543
C 4.481 -3.092 -4.557
O -4.504 -0.961 1.968
H -1.272 3.526 -2.359
H -0.958 3.950 5.545
H -2.986 -3.269 2.997
C -3.031 3.503 6.117
H 4.647 -6.049 0.900
O -4.365 -2.651 -2.500
C -5.131 2.640 6.524
C -1.071 4.003 0.027
C 1.913 4.250 -3.991
H -2.332 -5.135 -0.957
H 2.250 1.529 5.982
O -3.360 -1.214 4.633
H 1.395 2.507 2.766
F 4.334 -1.438 -0.038
H -0.590 -5.600 -0.990
H 4.897 -2.402 2.769
F -0.720 0.948 -1.204
C 2.828 2.231 -5.568
C 3.155 3.506 -5.941
C 0.676 2.962 3.447
H 0.363 6.173 0.846
H 3.601 -5.056 3.159
C -4.710 1.257 2.788
C 1.554 2.983 -3.733
C 4.184 -4.395 2.518
H 2.781 -7.591 0.734
N 3.499 -4.303 1.207
O 2.178 0.504 -0.460
H 2.861 -6.878 2.298
H 2.205 1.272 4.266
O 4.567 3.460 -1.224
H -3.975 1.416 -5.280
H -4.256 -0.697 6.387
C 4.016 -4.880 -6.238
H -4.605 -1.176 2.898
H 3.014 1.233 -7.250
H -3.359 -2.300 6.507
C 3.666 -5.645 0.650
C 4.139 -3.009 3.265
C 1.604 1.616 5.108
H -1.068 -4.129 -1.671
H -3.791 5.017 -4.581
C -4.805 2.625 2.515
C -2.055 -3.343 2.434
H -2.036 6.190 -3.383
H -3.842 4.111 -2.949
O -6.528 -1.848 -2.732
H 5.488 -4.999 -4.640
H -4.545 2.548 -0.954
H 2.957 5.559 -5.358
C -5.290 -1.727 -2.854
S 1.193 -0.265 0.337
C -1.697 3.157 5.430
H -2.356 -2.782 0.288
H 3.327 -0.503 3.444
C -4.169 2.332 -4.721
Sr 1.113 -3.637 1.845
O -4.028 2.545 5.648
H -4.720 5.055 1.583
H -1.182 2.305 5.873
O 3.262 1.185 -6.324
O 1.619 -1.174 -2.385
H 1.986 5.472 0.705
F -1.512 -0.255 0.383
H -3.100 -4.344 0.788
C 2.740 -1.289 3.919
C 3.189 -3.919 -6.880
C -4.519 0.840 0.400
H -2.689 -0.228 -3.647
H -1.727 4.257 0.859
S 2.011 -2.076 -1.287
H -1.276 2.961 -0.219
```

---

(3)
ORCA calculation (ωB97M-V/def2-TZVPD) on a cluster of 9 separate species, C50H88BrN9O6 in total in a non-equilibrium geometry.

Calculated values
SMILES: CCCCCC[C@]1(OC[C@H](C)O)OC(=O)O[C@]1(CCCCN)CC(=O)Br.CCCC#N.CCCC#N.CCCC#N.CCCC#N.CCCC#N.CCCC#N.CCCC#N.CCCC#N
Highest occupied orbital energy: -0.3243 Eh
LUMO: -0.62 eV
Energy: -5475.612292 Ha
HOMO-LUMO gap: 8.21 eV

The geometry in XYZ format:
```
154
C50H88BrN9O6, DFT ωB97M-V/def2-TZVPD
H -2.018 -1.024 -0.541
C -3.963 -5.410 2.692
H 1.344 6.467 3.872
C 4.656 5.515 3.309
C -3.154 -3.855 -1.377
H -4.173 4.476 4.481
O 3.495 -1.463 -4.641
H 3.649 7.344 3.835
H -3.591 -2.798 4.902
C -2.996 -2.575 2.851
C 4.485 4.020 3.524
H 1.911 4.827 3.561
H 2.099 6.078 2.314
H 2.273 2.938 -9.651
H -1.526 6.972 -7.533
H 2.696 -2.885 7.943
C 2.613 -1.622 3.170
H 1.782 -2.289 -5.737
O -1.745 0.649 1.435
H -6.998 -8.619 -3.747
C 4.403 -3.931 8.785
H 5.608 5.835 3.746
H 4.688 5.724 2.235
H -1.101 2.128 4.802
H -3.249 -2.948 1.853
H -5.951 -8.729 -2.321
H 3.908 -4.140 9.740
H -3.961 -3.327 -0.712
H 1.933 1.445 -0.794
H 0.679 -1.631 -0.345
C -3.830 -3.251 3.934
C 4.321 -5.172 7.902
H 3.493 6.073 5.047
C -1.063 1.934 5.880
C 4.231 2.489 -10.409
H -1.926 -2.740 3.020
H -1.910 4.848 2.443
C 0.182 5.926 -6.691
C -0.465 7.156 -7.331
C 0.100 4.685 -7.574
H 3.585 3.737 -8.786
H -0.926 -1.883 -1.809
C -5.680 -6.947 -3.486
C -1.166 1.486 0.535
H -3.178 -1.495 2.849
N 1.142 -1.170 6.190
H 1.623 -2.960 1.612
H -7.966 -6.236 -0.287
Br 0.307 2.651 1.333
C 3.270 1.692 -8.190
N 4.343 2.780 3.702
H -4.403 4.787 2.761
H -3.059 -0.915 -3.641
C 2.138 5.884 3.392
N 0.828 7.764 -9.717
N 2.428 -0.701 -9.328
C 1.354 -0.736 -0.013
O 1.021 -0.101 -3.731
C 2.810 0.384 -8.812
H -1.856 2.517 6.360
C 3.284 2.793 -9.252
H 1.382 -4.091 -3.637
H -1.290 0.877 6.049
H 3.829 -1.843 8.822
H 4.862 -5.034 6.960
H -4.892 -3.053 3.739
C -2.798 6.775 5.067
H -8.323 -8.230 -1.693
C 3.236 -0.106 3.178
H 1.488 1.774 4.723
H -4.685 6.879 4.052
C 1.706 0.354 -1.183
C 2.438 -3.807 -4.116
H 3.481 -3.264 1.765
H 4.232 -2.130 -4.505
C 2.819 -1.422 0.416
C 4.463 -2.369 6.841
H -3.573 -4.926 -1.694
H 5.257 2.350 -10.049
H -3.970 -1.163 -1.905
H -2.028 -4.744 0.173
C -3.680 6.490 3.862
H 1.236 6.134 -6.468
C 3.756 -2.701 8.145
H 3.089 -2.132 -0.502
H -1.101 -4.468 -1.273
C -6.563 -8.047 -2.921
C 0.625 0.468 -2.400
C -7.138 -6.632 -0.883
C 1.284 0.070 6.012
H -0.942 4.438 -7.808
H 4.770 -6.031 8.411
C 1.455 1.565 5.797
N -4.947 -6.034 -3.955
C -7.674 -7.431 -2.068
O -1.412 1.079 -3.373
H 3.687 -0.639 0.479
H 3.441 0.189 4.303
H 3.276 -2.257 3.932
H -6.520 -7.262 -0.233
H -8.297 -6.773 -2.686
N -4.272 -5.950 1.595
O -0.326 2.719 -4.950
C -0.315 1.998 -3.827
C -1.009 0.490 -2.050
C -3.591 -4.760 4.014
C -1.684 -0.969 -1.687
H -2.465 3.304 3.116
H -1.689 4.486 4.168
C 2.668 -2.394 1.726
H -2.775 1.550 -1.076
H 4.251 -0.133 2.583
C -1.586 1.638 -1.034
C -2.370 4.376 3.318
H -2.539 -4.971 4.237
O 0.714 1.930 -2.736
H 0.064 -1.983 -4.042
C 1.119 -1.565 -3.669
H 1.276 -2.013 -2.599
H -4.201 -5.195 4.813
H 4.269 1.556 -7.763
H -6.536 -5.779 -1.210
H 2.587 1.963 -7.377
H 2.407 1.885 6.234
N -1.856 -4.116 -0.643
H 0.641 4.823 -8.516
C 0.297 2.318 6.456
H -0.393 8.014 -6.654
H 3.931 1.586 -10.951
H 1.520 -1.619 3.648
H 0.448 3.395 6.323
H -0.314 5.717 -5.737
H 2.761 -4.545 -4.966
H 4.230 3.314 -11.128
H 2.728 -0.015 -1.678
C -2.954 -3.015 -2.771
C -3.739 4.983 3.610
H 3.184 -3.734 -3.215
C 0.242 7.488 -8.635
H 3.279 -5.419 7.669
H 0.292 2.123 7.535
C 2.243 -2.236 -4.656
H -1.891 -3.262 -3.252
H 2.476 0.603 2.639
H 5.457 -3.723 9.008
N -2.067 7.011 6.067
H -1.349 2.748 -1.352
H -3.743 -3.335 -3.606
H 0.960 -0.249 1.003
C -3.012 -1.356 -2.560
C 3.497 6.268 3.968
N 5.050 -2.093 5.759
H 0.549 3.826 -7.065
H -3.274 7.011 2.988
```